Molecular formula: C4H8N2O2
Method: DFT, wB97M-V/def2-TZVPD

Atoms and positions in Å:
C (0.03, -0.18, 0.14)
C (0.44, 1.28, 0.51)
C (-1.21, 0.40, -0.73)
C (1.00, -1.05, -0.54)
H (-0.57, -0.28, 2.33)
H (-0.07, -2.34, 1.22)
H (1.28, 1.57, -0.05)
H (0.52, 1.35, 1.68)
H (-1.38, 2.68, 0.08)
H (-1.00, 0.72, -1.87)
H (-2.10, -0.21, -0.61)
H (1.96, -1.70, -1.82)
N (-0.60, -0.92, 1.26)
N (-1.09, 1.63, 0.18)
O (1.09, -1.15, -2.01)
O (1.70, -1.79, 0.23)

Results
2S+1: 1
HOMO-LUMO gap: 9.196 eV
LUMO energy: 0.384 eV
DFT total energy: -416.97774 Eh

Atom charges from the natural (NBO) analysis, given in e for atoms 1 to 2: C -0.069; C -0.196